19
Properties=species:S:1:pos:R:3 method="wB97M-V/def2-TZVPD" total_charge=0 relative_energy_kcal_mol=65.72 homo_lumo_gap_ev=9.9
C -1.6973 0.4720 0.2270
C -1.5495 -0.3440 1.4827
C 0.7451 1.8812 1.2506
N 1.7275 1.5124 1.7254
H -2.2712 -0.0343 -0.5493
H -2.0520 1.4816 0.4220
H -1.0812 0.2355 2.2788
H -0.9887 -1.2656 1.3125
H -2.5483 -0.6430 1.8089
C 1.9933 -0.0248 -1.1954
C 0.5167 -0.2633 -1.0512
N 0.1458 -1.5735 -1.1104
N -0.2650 0.6980 -0.7352
H -0.8168 -1.8481 -1.0393
H 0.8348 -2.3012 -1.1632
H 0.2169 1.8861 -0.0202
H 2.4670 -0.7687 -1.8362
H 2.4551 -0.0681 -0.2031
H 2.1679 0.9680 -1.6044


69
Properties=species:S:1:pos:R:3 method="wB97M-V/def2-TZVPD" total_charge=0 relative_energy_kcal_mol=26.78 homo_lumo_gap_ev=7.0
Pt 1.0735 0.2257 0.8989
N 0.8296 1.5383 4.0176
C 2.0571 1.0907 3.8352
N 2.9276 1.1552 4.8357
C 4.1400 0.7128 4.5642
N 5.0565 0.7666 5.5372
N 4.5556 0.2195 3.3685
C 3.6289 0.1831 2.4641
N 2.3713 0.5802 2.6134
C 3.9918 -0.3367 1.1441
C 5.2840 -0.7289 0.8594
C 5.5684 -1.1780 -0.4162
C 4.5587 -1.2105 -1.3515
C 3.2896 -0.8105 -0.9861
N 3.0203 -0.3893 0.2508
H 0.6260 2.0120 4.8799
H 0.1938 1.6212 3.2053
H 4.7652 1.0170 6.4644
H 5.9514 0.3393 5.3855
H 6.0319 -0.6678 1.6363
H 6.5718 -1.4918 -0.6738
H 4.7336 -1.5508 -2.3628
H 2.4589 -0.8287 -1.6669
C -4.6738 1.1500 -3.5970
C -3.8419 1.4300 -2.3744
C -2.7766 2.3231 -2.4124
C -2.0004 2.5628 -1.2847
C -2.2972 1.8949 -0.1077
C -3.3644 1.0085 -0.0395
C -4.1281 0.7822 -1.1705
S -1.3699 2.2526 1.3494
O -0.3259 3.1951 0.9919
O -2.2943 2.5816 2.3938
N -0.5980 0.9168 1.8316
C -1.3076 -0.0968 2.6413
C -0.8061 -1.5902 2.1537
O -1.7083 -2.4367 2.0353
O 0.5073 -1.5728 2.0434
H -4.3962 1.8030 -4.4243
H -5.7352 1.2948 -3.3888
H -4.5445 0.1144 -3.9238
H -2.5401 2.8338 -3.3403
H -1.1585 3.2414 -1.3208
H -3.5887 0.4800 0.8807
H -4.9501 0.0766 -1.1273
H -2.3844 -0.0472 2.6650
H -0.8757 -0.2270 3.6445
C 2.3828 2.9327 0.4131
C 1.5322 1.8518 -0.2073
O 1.1677 1.8671 -1.3356
H 2.9302 3.4415 -0.3796
H 3.0607 2.5425 1.1617
H 1.6992 3.6346 0.8965
O -0.5279 -0.2812 -0.5026
C -0.2123 -1.4527 -1.0448
O 0.8585 -1.9664 -0.8458
C -1.2457 -2.0893 -1.9074
C -0.9319 -2.4559 -3.2082
C -1.8913 -3.0323 -4.0202
C -3.1541 -3.2448 -3.4931
C -3.4873 -2.9034 -2.1947
C -2.5206 -2.3074 -1.4025
N -4.1843 -3.8655 -4.3506
O -5.2923 -4.0262 -3.8772
O -3.8657 -4.1761 -5.4827
H 0.0679 -2.2846 -3.5870
H -1.6814 -3.3151 -5.0396
H -4.4842 -3.0941 -1.8282
H -2.7471 -2.0149 -0.3863


32
Properties=species:S:1:pos:R:3 method="wB97M-V/def2-TZVPD" total_charge=0 relative_energy_kcal_mol=0.00 homo_lumo_gap_ev=8.0
C -5.6701 0.3668 -0.0347
C -4.7935 1.3850 -0.2119
C -5.2943 -1.0324 0.0812
C -3.3885 1.3291 -0.0628
C -3.9864 -1.3075 0.0760
C -2.8490 0.0806 -0.0054
C 5.5946 -1.3301 0.1080
C 4.2663 -1.0233 -0.5558
C 3.4349 -0.0548 0.3109
C 2.0673 0.2938 -0.3389
C 1.2826 1.2616 0.4802
C -0.2085 1.3014 0.0442
O -3.1536 -2.3124 0.2612
Se -1.0781 -0.4031 0.2769
H -6.7284 0.7436 -0.1767
H -5.3214 2.4089 -0.3501
H -5.9201 -1.9249 0.1694
H -2.9722 2.3361 -0.1351
H 5.3977 -1.9399 0.8779
H 6.0617 -0.2924 0.4459
H 6.1914 -1.7137 -0.5704
H 4.4005 -0.5135 -1.4379
H 3.5757 -1.7869 -0.8000
H 3.3623 -0.5704 1.2016
H 3.8806 0.9547 0.3737
H 2.0016 0.6499 -1.3426
H 1.5364 -0.6120 -0.3502
H 1.7902 2.2111 0.4710
H 1.1266 0.9643 1.5622
H -0.2408 1.5615 -0.9303
H -0.8342 2.0202 0.7998
H -3.5311 -3.0514 -0.2373


21
Properties=species:S:1:pos:R:3 method="wB97M-V/def2-TZVPD" total_charge=+1 relative_energy_kcal_mol=13.89 homo_lumo_gap_ev="8.0 / 2.7"
C 3.0456 -3.2496 -0.0643
C 1.8237 -3.8529 -0.4020
C 3.1749 -1.8517 -0.0267
C 0.7317 -3.0927 -0.6995
C 2.1071 -1.0563 -0.3137
C 0.7982 -1.6287 -0.6557
C -1.4408 3.8635 0.9835
C -3.7105 2.6318 -0.0269
O -0.1795 -0.9187 -0.8609
S -2.1149 2.2170 0.6929
H 3.8993 -3.8691 0.1703
H 1.7588 -4.9306 -0.4215
H 4.1268 -1.4151 0.2370
H -0.2205 -3.5324 -0.9565
H 2.1769 0.0216 -0.2793
H -1.6146 4.4960 0.1178
H -0.3743 3.7528 1.1623
H -1.9133 4.2978 1.8618
H -4.2012 3.3951 0.5722
H -4.3085 1.7263 -0.0493
H -3.5649 2.9959 -1.0416


88
Properties=species:S:1:pos:R:3 method="wB97M-V/def2-TZVPD" total_charge=+1 homo_lumo_gap_ev=3.7
C -0.9861 -0.1299 3.9030
C -0.7926 -1.6883 3.6492
P -2.3218 -2.5617 2.9533
C -3.8490 -1.8982 3.8717
N -2.5461 -2.1619 1.2193
C -3.9170 -1.9342 0.8657
C -4.7415 -3.1463 0.6626
O -4.1179 -4.4084 0.8379
N -4.0297 -5.0917 -0.3919
O -3.5044 -4.4064 -1.1842
C -6.1554 -3.1308 0.3361
C -6.8033 -1.8292 0.1717
C -6.0151 -0.6142 0.3770
C -4.5858 -0.6492 0.7248
S -3.6215 0.8447 1.0234
C -1.9256 0.2839 0.5884
C -0.9603 1.2823 0.0847
C -1.4244 2.7565 -0.0637
C -1.7818 3.4767 1.3045
C -3.1519 4.2700 1.0484
S -3.6595 5.3277 2.4599
C 0.3807 0.7846 -0.2697
C 1.4367 1.8105 -0.8315
C 2.4673 2.2772 0.2989
C 3.9571 2.3335 -0.2056
C 4.1792 3.3812 -1.3821
C 3.9786 2.7330 -2.8149
C 5.1366 3.0615 -3.8335
O 4.6389 3.7154 -5.0355
C 3.8720 2.8201 -5.7919
C 2.3542 3.1801 -5.9937
O 4.3085 1.8290 -6.3064
C 0.7452 -0.6505 -0.1407
C 2.1693 -1.1151 -0.5576
C 2.9346 -1.9204 0.5833
O 3.2292 -3.2194 -0.0037
C 3.7720 -4.0811 0.9269
C 4.6121 -5.2840 0.3547
O 3.6242 -4.0105 2.1228
C -0.2869 -1.5896 0.3513
C 0.0456 -3.1201 0.4541
C 0.4281 -3.7204 -0.9705
O 0.7918 -4.8552 -1.1003
C -1.6388 -1.1321 0.7406
H -0.3828 0.4108 3.1239
H -0.6293 0.1310 4.9374
H -2.0536 0.1706 3.7641
H -0.6069 -2.1590 4.6590
H 0.1220 -1.9349 3.0448
H -3.6370 -1.9627 4.9728
H -4.6829 -2.6194 3.6644
H -4.1445 -0.8674 3.5399
H -6.6810 -4.1027 0.2270
H -7.8807 -1.8392 -0.1002
H -6.5567 0.3823 0.2707
H -2.3643 2.7294 -0.6936
H -0.7126 3.4188 -0.6100
H -2.0242 2.7422 2.1249
H -1.0435 4.2540 1.6131
H -3.9260 3.5083 0.7535
H -2.9743 4.8990 0.1342
H -3.9335 4.4031 3.4436
H 1.9632 1.2672 -1.6665
H 0.9536 2.6964 -1.3134
H 2.1689 3.3016 0.6466
H 2.3892 1.5445 1.1503
H 4.6336 2.6717 0.6315
H 4.3046 1.3331 -0.5717
H 5.2440 3.7253 -1.3125
H 3.5425 4.2917 -1.2049
H 3.8721 1.6228 -2.6797
H 3.0101 3.1273 -3.2255
H 5.6410 2.1093 -4.1426
H 5.9174 3.7380 -3.4113
H 1.8431 3.2796 -5.0045
H 2.2546 4.1382 -6.5731
H 1.8174 2.3929 -6.5826
H 2.8562 -0.2974 -0.8731
H 2.0476 -1.7948 -1.4489
H 3.9083 -1.4147 0.8259
H 2.3350 -2.0051 1.5224
H 5.0192 -5.9164 1.1745
H 3.9477 -5.8412 -0.3595
H 5.4355 -4.8406 -0.2731
H 0.8985 -3.3281 1.1605
H -0.8144 -3.7377 0.8142
H 0.3516 -2.9718 -1.8252
Ag -7.6744 1.5249 0.6356


22
Properties=species:S:1:pos:R:3 method="wB97M-V/def2-TZVPD" total_charge=0 relative_energy_kcal_mol=46.69 homo_lumo_gap_ev=10.2
C -0.1461 1.0585 -0.8254
C 1.0473 -1.0482 -0.5606
C 0.3162 1.3275 -2.2568
C -1.5429 0.4708 -0.7831
O 0.8480 0.2614 -0.0938
H -0.1201 1.9943 -0.2561
H 1.3942 -1.0684 -1.5981
H 0.1394 -1.6548 -0.4775
H 1.8233 -1.4891 0.0687
H 0.1897 0.4456 -2.8816
H 1.3650 1.6152 -2.2650
H -0.2723 2.1358 -2.6811
H -1.7573 0.0622 0.2473
H -1.6483 -0.3555 -1.4840
H -2.2699 1.2408 -1.0252
N 0.8968 -0.6824 2.8379
C -0.3134 -0.3178 2.3300
N -1.2467 -1.0608 1.9079
H 1.1908 -1.6325 2.6814
H 1.6313 0.0026 2.8483
H -1.0265 -2.0559 1.9198
H -0.4983 0.7505 2.3472